Record 1
{"formula": "C19H57NO13", "method": "ωB97M-V with the def2-TZVPD basis set", "symbols": ["C", "O", "C", "C", "N", "H", "H", "C", "C", "O", "C", "H", "H", "H", "H", "H", "H", "H", "H", "H", "H", "H", "H", "H", "H", "C", "O", "O", "O", "H", "C", "C", "O", "H", "H", "H", "H", "H", "H", "C", "C", "O", "H", "H", "H", "H", "H", "H", "C", "C", "O", "H", "H", "H", "H", "H", "H", "C", "C", "O", "H", "H", "H", "H", "H", "H", "C", "O", "H", "H", "H", "H", "C", "O", "H", "H", "H", "H", "C", "O", "H", "H", "H", "H", "C", "O", "H", "H", "H", "H"], "positions_angstrom": [[2.0304, 5.2013, -0.0914], [1.1234, 4.4593, 0.7686], [1.5354, 3.0163, 0.7756], [1.2054, 2.4983, 2.2916], [1.6404, 1.1073, 2.3626], [1.0494, 0.4393, 1.7046], [2.7464, 1.1153, 2.3226], [1.4534, 0.4123, 3.7186], [1.7334, -1.0047, 3.5996], [1.9734, -1.4117, 4.9406], [2.4124, -2.8257, 4.9796], [2.9924, 5.3673, 0.2386], [1.5884, 6.2133, -0.4414], [2.2474, 4.9243, -0.9454], [2.4864, 2.7323, 0.4216], [0.9704, 2.4403, 0.0036], [0.1524, 2.6563, 2.3996], [1.7144, 3.0363, 3.0716], [0.4464, 0.7683, 4.0936], [2.3034, 0.8123, 4.2856], [2.4804, -1.1917, 3.0536], [0.9244, -1.5837, 3.4496], [2.1204, -3.5107, 4.0076], [2.1694, -3.3287, 6.0696], [3.5214, -2.7627, 4.6626], [-0.3556, -0.4057, 0.3826], [0.9344, -0.6737, 0.6476], [-1.1826, -1.2067, -0.3914], [-0.9026, 0.7403, 0.7726], [-0.5596, -1.7627, -0.6804], [-3.3546, 4.8913, 1.7496], [-2.3716, 3.5943, 1.5766], [-2.7546, 2.7073, 0.5286], [-2.7936, 5.5503, 2.4536], [-4.3706, 4.5283, 2.1166], [-3.3426, 5.3513, 0.9796], [-2.5636, 2.9463, 2.4206], [-1.4856, 3.9763, 1.1646], [-2.1986, 2.0053, 0.7306], [2.6804, -1.3557, -3.9504], [1.9074, -1.6447, -2.6444], [2.1034, -0.5117, -1.8104], [2.5284, -0.3537, -4.2284], [2.3874, -1.9557, -4.9254], [3.6904, -1.4527, -3.8584], [2.2514, -2.4307, -1.9524], [0.9054, -1.8277, -2.8264], [1.6494, -0.6717, -0.8254], [-1.1086, 1.6443, -4.1584], [-1.3086, 2.0983, -2.7574], [-1.8966, 0.9273, -2.0884], [-0.5356, 0.7543, -4.3874], [-0.6636, 2.6623, -4.5204], [-1.9806, 1.6503, -4.6834], [-1.9656, 2.9413, -2.2974], [-0.4096, 2.5153, -2.2764], [-1.2196, 0.6173, -1.2884], [-4.4406, -2.7167, -3.5734], [-3.7316, -1.5297, -2.8144], [-3.3546, -0.7707, -3.9934], [-3.6666, -3.1827, -4.2734], [-5.4686, -2.2547, -3.9044], [-4.8626, -3.3107, -2.8174], [-2.8966, -1.9047, -2.1524], [-4.3636, -0.8537, -2.2474], [-2.7716, -0.2907, -3.6574], [0.4804, -4.0467, 1.1616], [1.7584, -3.2557, 1.0846], [0.1144, -4.2117, 0.1926], [-0.1556, -3.3077, 1.7616], [0.9744, -4.7977, 1.7776], [1.7354, -2.4137, 0.8546], [-3.2636, -0.7627, 2.8096], [-1.8496, -0.7507, 2.8946], [-3.5846, -0.1027, 3.5526], [-3.7526, -1.7817, 3.1856], [-3.5256, -0.4537, 1.9266], [-1.6046, -0.3097, 2.0136], [-0.7756, -4.0667, -3.7844], [-0.5986, -3.6597, -2.4794], [-1.6846, -3.7947, -3.9424], [-0.6036, -5.1327, -4.1004], [-0.3636, -3.2857, -4.4244], [-1.4776, -3.8177, -2.1044], [4.3934, 0.0123, 0.7176], [4.3254, 0.8913, 1.7506], [4.0934, 0.4283, -0.2434], [3.6474, -0.7267, 1.2166], [5.3714, -0.3617, 0.7126], [5.1634, 1.0923, 2.1806]], "e_lumo_ev": -0.08, "total_energy_ha": -1790.38105, "relative_energy_ev": 2.8981, "homo_energy_ev": -9.36, "gap_ev": 9.278}


Record 2
{"formula": "C19H60O11", "method": "ωB97M-V with the def2-TZVPD basis set", "symbols": ["C", "C", "C", "O", "H", "H", "H", "H", "H", "H", "H", "H", "C", "C", "C", "O", "H", "H", "H", "H", "H", "H", "H", "H", "C", "C", "C", "O", "H", "H", "H", "H", "H", "H", "H", "H", "C", "C", "C", "O", "H", "H", "H", "H", "H", "H", "H", "H", "C", "O", "H", "H", "H", "H", "C", "O", "H", "H", "H", "H", "C", "O", "H", "H", "H", "H", "C", "O", "H", "H", "H", "H", "C", "O", "H", "H", "H", "H", "C", "O", "H", "H", "H", "H", "C", "O", "H", "H", "H", "H"], "positions_angstrom": [[-2.8336, 3.4866, 2.2037], [-4.3414, 3.1759, 2.4137], [-5.1218, 4.4916, 2.3394], [-4.7692, 2.2260, 1.4572], [-2.2673, 2.5578, 2.3061], [-2.4457, 4.1349, 2.9906], [-2.5631, 3.8506, 1.2118], [-4.5011, 2.6828, 3.3732], [-4.8588, 5.2703, 3.0524], [-6.1843, 4.2522, 2.3996], [-4.9118, 4.8802, 1.3394], [-4.8947, 2.7288, 0.6446], [0.7537, -0.5978, -4.1417], [2.2482, -0.4963, -4.4639], [2.7303, 0.8925, -4.7368], [3.0357, -1.0021, -3.4203], [0.4844, -1.5979, -3.8070], [0.1872, -0.3073, -5.0279], [0.5261, 0.1456, -3.3744], [2.4285, -1.1541, -5.3178], [2.1155, 1.4464, -5.4521], [3.7448, 0.8865, -5.1363], [2.7112, 1.5641, -3.8766], [2.9716, -0.3504, -2.7031], [-0.2781, -1.6272, -0.7509], [-0.6777, -1.2733, 0.6922], [-1.1778, 0.1403, 0.8630], [-1.6939, -2.1989, 1.0742], [0.1349, -2.6362, -0.7209], [0.5043, -0.9643, -1.1256], [-1.0921, -1.5546, -1.4719], [0.1916, -1.4031, 1.3407], [-0.5630, 0.8118, 0.2634], [-1.1019, 0.4644, 1.9017], [-2.2242, 0.2033, 0.5615], [-1.2998, -3.0821, 1.1384], [0.4978, 3.2074, -1.4131], [0.3565, 4.5919, -0.7920], [1.6858, 5.2960, -0.6426], [-0.4847, 5.3796, -1.6400], [-0.4908, 2.8325, -1.6777], [0.9470, 2.5593, -0.6598], [1.1304, 3.2137, -2.3013], [-0.1065, 4.3942, 0.1788], [1.5032, 6.2977, -0.2480], [2.0999, 5.5422, -1.6226], [2.4025, 4.6806, -0.1002], [-0.7534, 6.1564, -1.1411], [3.7775, -0.7805, 1.9353], [2.4764, -0.3323, 1.5426], [3.8338, -1.8426, 2.1790], [4.5403, -0.6431, 1.1682], [4.0807, -0.1412, 2.7665], [1.9322, -0.2905, 2.3414], [-3.9643, -0.5843, 2.9691], [-2.9847, -1.5438, 3.3322], [-3.4868, 0.3350, 2.6248], [-4.5356, -0.9830, 2.1273], [-4.6375, -0.3364, 3.7884], [-2.4226, -1.6606, 2.5451], [4.1533, 1.6477, -1.3661], [3.0897, 0.7268, -1.2907], [3.8615, 2.6367, -1.0030], [4.9166, 1.3843, -0.6274], [4.5651, 1.6173, -2.3713], [2.7948, 0.5770, -0.3887], [3.1405, -2.9929, -0.5773], [3.4379, -4.3207, -0.1322], [2.8861, -3.0758, -1.6347], [2.2444, -2.7209, -0.0219], [3.9874, -2.3208, -0.4464], [3.7559, -4.8350, -0.8766], [-0.0996, -5.5049, 0.2976], [-0.7229, -4.8215, 1.3749], [0.8651, -5.0419, 0.0965], [-0.0106, -6.5680, 0.5244], [-0.6913, -5.4293, -0.6152], [-1.4563, -5.3145, 1.7505], [-2.6081, -4.2748, -1.9739], [-3.1695, -4.3638, -3.2719], [-1.5278, -4.1833, -2.0907], [-2.9879, -3.4242, -1.4074], [-2.9069, -5.0995, -1.3209], [-2.9273, -5.2305, -3.6074], [0.4873, -1.1036, 4.3342], [0.9488, 0.1452, 3.8189], [1.0293, -1.8933, 3.8120], [0.7910, -1.2052, 5.3775], [-0.5824, -1.2365, 4.1716], [0.3724, 0.8308, 4.1656]], "e_lumo_ev": 0.43, "total_energy_ha": -1587.40329, "relative_energy_ev": 3.0957, "smiles": "CC(C)O.CC(C)O.CC(C)O.CC(C)O.CO.CO.CO.CO.CO.CO.CO", "homo_energy_ev": -9.36, "gap_ev": 9.792}


Record 3
{"formula": "C19H60O11", "method": "ωB97M-V with the def2-TZVPD basis set", "symbols": ["C", "C", "C", "O", "H", "H", "H", "H", "H", "H", "H", "H", "C", "C", "C", "O", "H", "H", "H", "H", "H", "H", "H", "H", "C", "C", "C", "O", "H", "H", "H", "H", "H", "H", "H", "H", "C", "C", "C", "O", "H", "H", "H", "H", "H", "H", "H", "H", "C", "O", "H", "H", "H", "H", "C", "O", "H", "H", "H", "H", "C", "O", "H", "H", "H", "H", "C", "O", "H", "H", "H", "H", "C", "O", "H", "H", "H", "H", "C", "O", "H", "H", "H", "H", "C", "O", "H", "H", "H", "H"], "positions_angstrom": [[-1.3870, 2.7145, -5.7429], [-1.5483, 1.7465, -4.5942], [-0.4398, 1.9061, -3.5771], [-2.8124, 1.9863, -3.9023], [-2.2799, 2.7616, -6.3629], [-0.5492, 2.4325, -6.3916], [-1.1631, 3.7097, -5.3513], [-1.5647, 0.7095, -4.9538], [0.5400, 1.7948, -4.0450], [-0.5140, 1.1850, -2.7576], [-0.4897, 2.8897, -3.0932], [-3.4811, 1.4142, -4.2872], [1.0357, -1.7589, -3.8971], [2.5130, -2.1048, -4.0692], [2.7581, -3.1233, -5.1582], [3.2499, -0.9316, -4.4070], [0.9314, -0.9756, -3.1404], [0.4581, -2.6250, -3.5588], [0.6223, -1.4002, -4.8403], [2.8994, -2.4827, -3.1075], [3.6714, -2.8794, -5.6958], [1.9333, -3.1361, -5.8742], [2.8612, -4.1309, -4.7511], [3.2335, -0.3594, -3.6238], [0.8135, 3.9068, 0.8749], [-0.6231, 4.3503, 1.0939], [-1.1656, 3.9190, 2.4211], [-0.7222, 5.7805, 1.0482], [1.1472, 4.1512, -0.1443], [0.8982, 2.8158, 0.9377], [1.4741, 4.3769, 1.6025], [-1.2612, 3.9355, 0.3039], [-0.5573, 4.2554, 3.2700], [-1.2432, 2.8314, 2.4691], [-2.1509, 4.3550, 2.6057], [-0.1261, 6.1105, 0.3692], [-2.5141, -0.7357, 6.4559], [-3.2300, -0.9698, 5.1559], [-2.5522, -0.3047, 3.9798], [-3.2703, -2.4086, 5.0024], [-1.4575, -0.9833, 6.3386], [-2.9467, -1.3596, 7.2353], [-2.5951, 0.3113, 6.7517], [-4.2722, -0.6258, 5.1856], [-1.5025, -0.5831, 3.8962], [-2.5775, 0.7838, 4.1551], [-3.1070, -0.4568, 3.0547], [-3.7388, -2.6051, 4.1849], [2.9148, 1.8652, -2.0077], [2.8083, 0.4465, -1.9284], [1.9185, 2.3102, -1.8885], [3.5714, 2.2788, -1.2410], [3.2880, 2.1622, -2.9886], [3.1277, 0.1792, -1.0509], [0.2303, -0.2000, 0.0189], [-0.5941, 0.2049, 1.1173], [-0.4066, -0.5576, -0.7972], [0.7715, 0.6599, -0.3829], [0.8933, -1.0276, 0.2725], [-0.0216, 0.1900, 1.8985], [0.4151, -3.0372, 2.8003], [0.0158, -4.3832, 3.0619], [1.0376, -2.9410, 1.8961], [-0.4461, -2.3679, 2.7018], [0.9975, -2.6941, 3.6547], [-0.4814, -4.7162, 2.3001], [-0.3997, -5.1724, -1.0232], [-1.1774, -5.0997, 0.1715], [0.6351, -5.4469, -0.8128], [-0.8070, -5.8995, -1.7332], [-0.4404, -4.1873, -1.4770], [-1.1767, -5.9742, 0.5741], [-3.3505, 1.3190, -0.6519], [-3.3251, 1.0319, 0.7295], [-2.9396, 0.4961, -1.2480], [-4.3874, 1.4834, -0.9283], [-2.7764, 2.2218, -0.8929], [-2.4125, 0.7976, 0.9607], [0.8648, 1.2692, 4.4886], [1.0096, 0.3540, 3.4042], [1.6470, 1.1658, 5.2440], [0.9017, 2.3027, 4.1197], [-0.0983, 1.1570, 4.9839], [1.9374, 0.1170, 3.3464], [3.9131, -2.0275, 0.1413], [3.5753, -0.7066, 0.5285], [4.8773, -2.3323, 0.5460], [3.1513, -2.7339, 0.4864], [3.9017, -2.0518, -0.9452], [3.6396, -0.6490, 1.4849]], "e_lumo_ev": -0.25, "total_energy_ha": -1587.41416, "relative_energy_ev": 2.7997, "smiles": "CC(C)O.CC(C)O.CC(C)O.CC(C)O.CO.CO.CO.CO.CO.CO.CO", "homo_energy_ev": -9.46, "gap_ev": 9.214}